{"formula": "C5H13NO", "method": "wB97M-V/def2-TZVPD", "e_lumo_ev": 0.12, "spin_multiplicity": 1, "de_lowest_kcal_mol": 131.19, "species": ["O", "N", "C", "C", "C", "C", "C", "H", "H", "H", "H", "H", "H", "H", "H", "H", "H", "H", "H", "H"], "positions_angstrom": [[0.4059, -1.4483, -0.5139], [-1.4473, -1.2244, 1.1598], [-2.2755, -0.1561, 0.7538], [1.0483, 0.9510, -0.3529], [0.7528, 1.2054, -1.7776], [-0.0491, -0.9135, 1.3081], [1.3837, -0.5074, -0.1621], [0.4740, -1.8249, 1.6321], [-0.2196, 0.8259, -2.0234], [2.2925, -0.6909, -0.7961], [0.6870, 2.2164, -2.1001], [1.9248, 1.5155, -0.0086], [-2.1159, 0.6997, 1.4472], [-1.1608, -1.8238, 0.3714], [1.4366, 0.6439, -2.3801], [-3.3178, -0.5016, 0.5896], [0.0752, -0.0522, 1.9338], [0.1890, 1.2052, 0.2729], [1.9159, -0.3405, 0.8798], [-1.9998, 0.2207, -0.2338]]}

{"formula": "C5H13NO", "method": "wB97M-V/def2-TZVPD", "smiles": "CC[C@@H](C)NCO", "e_lumo_ev": 0.97, "spin_multiplicity": 1, "de_lowest_kcal_mol": 34.61, "species": ["O", "N", "C", "C", "C", "C", "C", "H", "H", "H", "H", "H", "H", "H", "H", "H", "H", "H", "H", "H"], "positions_angstrom": [[0.6568, -0.0107, -2.7476], [0.5047, 0.7834, -0.4452], [1.3394, 0.4432, -1.5801], [0.0713, -0.2583, 0.4817], [-0.8443, -0.2627, 2.9146], [-1.1245, -1.0941, -0.0993], [-0.5007, 0.5948, 1.6418], [0.1117, -0.6294, 3.2849], [-1.3782, 0.4851, 3.5167], [1.8958, 1.3282, -1.9131], [-0.3125, 1.2347, -0.8424], [-1.3687, 1.0653, 1.1176], [1.0654, -0.6458, -3.3356], [2.0970, -0.3237, -1.1896], [-0.7323, -1.6234, -0.9862], [-1.5020, -1.1048, 2.6802], [-1.9469, -0.4681, -0.4710], [-1.4817, -1.8166, 0.6155], [0.2075, 1.4166, 1.8065], [0.9152, -0.9572, 0.6600]]}

{"formula": "C5H13NO", "method": "wB97M-V/def2-TZVPD", "smiles": "C=CCCNC.O", "e_lumo_ev": 0.80, "spin_multiplicity": 1, "de_lowest_kcal_mol": 48.99, "species": ["O", "N", "C", "C", "C", "C", "C", "H", "H", "H", "H", "H", "H", "H", "H", "H", "H", "H", "H", "H"], "positions_angstrom": [[1.1796, -3.1282, 2.5050], [-1.7251, 0.7046, -0.6022], [-2.8791, 1.0949, 0.2340], [0.6233, 1.1916, -1.2873], [1.8514, 0.4299, -0.7897], [-0.4575, 1.2885, -0.1797], [1.8081, -0.8864, -0.5958], [1.6486, -3.8130, 3.0157], [2.7230, 0.9515, -0.4066], [-1.6710, -0.2988, -0.6618], [2.6730, -1.3626, -0.1545], [-0.5993, 2.3122, 0.1571], [-2.9945, 0.3868, 1.0511], [0.9511, 2.1749, -1.6058], [0.2007, 0.6135, -2.1069], [-3.7426, 1.2636, -0.3774], [-0.0872, 0.7330, 0.6928], [0.9493, -1.4565, -0.9149], [1.2160, -3.4979, 1.6167], [-2.6260, 1.9997, 0.7406]]}

{"formula": "C5H13NO", "method": "wB97M-V/def2-TZVPD", "smiles": "CCN(C)CCO", "e_lumo_ev": 1.04, "spin_multiplicity": 1, "de_lowest_kcal_mol": 32.11, "species": ["O", "N", "C", "C", "C", "C", "C", "H", "H", "H", "H", "H", "H", "H", "H", "H", "H", "H", "H", "H"], "positions_angstrom": [[1.4085, 2.0005, 1.4687], [-0.5392, -0.2139, -0.5142], [-0.9031, -0.5810, -1.8811], [0.2415, -1.2708, 0.1298], [0.1287, 1.6877, 0.9207], [-0.5753, -2.5175, 0.4607], [0.1879, 1.0217, -0.4766], [-0.4519, 2.5882, 0.8475], [1.9568, 2.3876, 0.7646], [-1.6756, 0.1073, -2.2290], [1.2524, 0.8737, -0.7479], [-0.0223, -0.5827, -2.5382], [1.0775, -1.5333, -0.5485], [-0.3783, 0.9955, 1.5932], [-1.3391, -1.5736, -1.8631], [-1.5963, -2.3056, 0.7548], [-0.1901, 1.7183, -1.2194], [-0.6158, -3.1978, -0.3841], [-0.0716, -3.0564, 1.2664], [0.6697, -0.8353, 1.0373]]}

{"formula": "C5H13NO", "method": "wB97M-V/def2-TZVPD", "smiles": "CNCCCCO", "e_lumo_ev": 0.96, "spin_multiplicity": 1, "de_lowest_kcal_mol": 41.93, "species": ["O", "N", "C", "C", "C", "C", "C", "H", "H", "H", "H", "H", "H", "H", "H", "H", "H", "H", "H", "H"], "positions_angstrom": [[3.0475, -0.7374, 1.5012], [-1.5271, 1.0660, -1.0104], [-0.3403, -1.0229, -0.2557], [1.6790, -0.9422, 1.2156], [1.0513, -0.4212, -0.0632], [-1.3173, 1.8561, 0.1875], [-1.1299, -0.2982, -1.3453], [-2.4216, 1.3218, -1.3920], [-0.5415, -0.3373, -2.2690], [-0.2542, -2.0755, -0.5056], [-0.5155, 1.4567, 0.7927], [-2.0794, -0.8152, -1.4599], [-2.1955, 1.8219, 0.8380], [1.6079, -0.6081, -0.9884], [-0.9032, -0.9216, 0.6728], [3.4819, -0.5536, 0.6589], [1.3717, -1.9735, 1.4308], [-1.1264, 2.9054, -0.0229], [1.1020, -0.3818, 1.9694], [1.0108, 0.6605, 0.0456]]}

{"formula": "C5H13NO", "method": "wB97M-V/def2-TZVPD", "e_lumo_ev": [-3.45, -8.44], "total_charge": 1, "spin_multiplicity": 2, "s_squared": 0.75, "de_lowest_kcal_mol": 36.79, "species": ["O", "N", "C", "C", "C", "C", "C", "H", "H", "H", "H", "H", "H", "H", "H", "H", "H", "H", "H", "H"], "positions_angstrom": [[-1.4779, -1.0974, -2.8611], [0.6450, 1.9634, 0.9094], [-0.5936, -0.1706, 0.6756], [1.9066, -0.0247, 1.3065], [-1.5051, -0.3391, -1.6759], [0.7399, 0.6254, 0.4591], [-0.9776, -1.1009, -0.4714], [1.4572, -0.2589, 2.2748], [2.7540, 0.6399, 1.3869], [-1.6656, -1.8363, -0.0754], [1.0254, 2.7537, 0.3957], [-0.4779, -0.6975, 1.6256], [0.7677, 2.1160, 1.9084], [2.1038, -0.9874, 0.8365], [-0.0950, -1.7002, -0.7216], [-2.5481, -0.1130, -1.5213], [0.9347, 0.6234, -0.6117], [-1.4420, 0.4659, 0.9471], [-0.9589, 0.5996, -1.8140], [-0.5927, -1.4614, -2.9730]]}

{"formula": "C5H13NO", "method": "wB97M-V/def2-TZVPD", "e_lumo_ev": [-3.30, -8.71], "total_charge": 1, "spin_multiplicity": 2, "s_squared": 0.75, "de_lowest_kcal_mol": 115.86, "species": ["O", "N", "C", "C", "C", "C", "C", "H", "H", "H", "H", "H", "H", "H", "H", "H", "H", "H", "H", "H"], "positions_angstrom": [[0.7450, -0.9554, 1.7558], [1.0366, 2.0374, -0.6832], [-1.3045, 1.5623, -0.5178], [0.4565, -0.3576, -0.8805], [-0.7325, -1.7376, 1.0156], [0.1227, 1.0096, -0.2579], [-0.3233, -1.6203, -0.4348], [0.4117, -0.2808, -1.9777], [-1.4398, 2.3054, 0.2663], [-1.6395, -1.1613, 1.2303], [-1.3921, 1.7947, -1.5788], [-0.0753, -1.3157, 2.0919], [0.3479, -2.3939, -0.8181], [2.0235, 1.7825, -0.5424], [0.9253, 2.2251, -1.6897], [0.2895, 0.9034, 0.8253], [-0.8755, -2.7324, 1.4442], [1.5197, -0.6284, -0.6383], [-1.1695, -1.7505, -1.1231], [-2.0131, 0.7742, -0.2442]]}

{"formula": "C5H13NO2", "method": "wB97M-V/def2-TZVPD", "e_lumo_ev": [3.72, 3.67], "total_charge": -1, "spin_multiplicity": 2, "s_squared": 0.77, "de_lowest_kcal_mol": 62.56, "species": ["O", "O", "N", "C", "C", "C", "C", "C", "H", "H", "H", "H", "H", "H", "H", "H", "H", "H", "H", "H", "H"], "positions_angstrom": [[2.7898, -0.0150, -1.2636], [1.7660, 0.6545, 1.1504], [0.5981, -2.6292, -1.4282], [-0.1339, -1.8477, -0.4865], [-1.7749, 2.0209, 1.7299], [-1.1191, 0.0697, 0.3947], [-1.6373, 1.3217, 0.4351], [-0.6851, -0.6759, -0.7693], [1.1206, 1.3137, 0.9466], [-0.7929, -0.3222, -1.7575], [-1.7789, 3.1320, 1.4743], [2.1264, -0.6618, -1.2551], [-1.0158, 1.7721, 2.4483], [-1.9342, 1.8360, -0.4904], [-0.0088, -2.1371, 0.5770], [2.2275, 0.5769, 0.3207], [-2.7213, 1.8185, 2.2186], [-0.7836, -0.3447, 1.3550], [0.1577, -2.6336, -2.3376], [2.7573, 0.2707, -2.1135], [0.8427, -3.5194, -1.1489]]}

{"formula": "C5H13NO2", "method": "wB97M-V/def2-TZVPD", "smiles": "C=C/C(N)=C/C.O.O", "e_lumo_ev": 0.59, "spin_multiplicity": 1, "de_lowest_kcal_mol": 47.36, "species": ["O", "O", "N", "C", "C", "C", "C", "C", "H", "H", "H", "H", "H", "H", "H", "H", "H", "H", "H", "H", "H"], "positions_angstrom": [[1.0264, -1.0146, 2.0185], [0.3552, 0.6948, 4.7790], [-0.0072, -1.3708, -0.9011], [-1.4535, 0.5172, -0.4784], [0.4110, 0.6825, -2.1035], [1.6915, 0.2982, -2.8125], [-2.6340, 0.6493, -1.0506], [-0.2752, -0.0352, -1.2072], [-2.8073, 0.3426, -2.0763], [0.7235, -1.8168, -1.4206], [1.7663, -1.6234, 2.1596], [1.5383, 0.3964, -3.8870], [-0.6064, -1.8442, -0.2569], [0.8284, 0.2592, 5.4959], [1.1177, -0.7894, 1.0798], [2.5178, 0.9574, -2.5224], [0.6014, 0.1901, 3.9878], [-1.2075, 0.7613, 0.5574], [0.1156, 1.7025, -2.2767], [-3.4724, 1.1061, -0.5236], [2.0088, -0.7083, -2.5511]]}

{"formula": "C5H13NO2", "method": "wB97M-V/def2-TZVPD", "e_lumo_ev": [-0.35, 0.15], "spin_multiplicity": 1, "de_lowest_kcal_mol": 186.81, "species": ["O", "O", "N", "C", "C", "C", "C", "C", "H", "H", "H", "H", "H", "H", "H", "H", "H", "H", "H", "H", "H"], "positions_angstrom": [[-3.6158, 0.8830, -0.4987], [-2.4647, 0.9896, 0.1154], [-0.9595, -0.6392, -0.8158], [1.3536, -0.9419, -0.9582], [0.2083, -0.6153, -0.0137], [0.5375, 2.0920, -0.0335], [0.2540, 0.8192, 0.7042], [0.3220, -1.7550, 1.0049], [1.1912, -1.6856, -1.7446], [1.6457, 1.9831, -0.2341], [-0.7292, -0.1272, -1.7638], [2.2186, -1.4093, -0.3610], [1.3682, -1.7678, 1.3517], [1.1705, 0.6532, 1.3990], [-4.0514, 0.2444, 0.0314], [-0.6883, 0.7426, 1.2307], [-0.0343, 2.1279, -0.9365], [-0.2466, -1.8213, 1.8716], [1.8004, -0.0133, -1.2620], [0.1746, -2.7493, 0.4007], [0.5451, 2.9900, 0.5122]]}

{"formula": "C5H13NO2", "method": "wB97M-V/def2-TZVPD", "smiles": "C=C(C)O.NC=O.C", "e_lumo_ev": 0.51, "spin_multiplicity": 1, "de_lowest_kcal_mol": 65.36, "species": ["O", "O", "N", "C", "C", "C", "C", "C", "H", "H", "H", "H", "H", "H", "H", "H", "H", "H", "H", "H", "H"], "positions_angstrom": [[1.6783, -0.4202, 0.0549], [-1.8898, 1.1672, 2.4708], [0.2792, 0.5230, 2.6497], [0.9637, 0.2073, -0.9329], [0.8072, -0.5157, -2.2285], [0.5041, 1.4702, -0.6774], [-0.8200, 0.9251, 1.9689], [-1.5282, -1.2046, -0.1219], [1.7661, -0.5477, -2.7553], [1.1081, 0.2957, 2.1241], [-0.8584, -0.7445, 0.6733], [-1.7400, -0.5308, -0.9430], [-2.4377, -1.3190, 0.4632], [1.8301, -1.3407, -0.1900], [0.0885, -0.0115, -2.8683], [-0.3941, 1.3369, 0.8009], [0.0841, 2.0235, -1.5026], [-1.2181, -2.1758, -0.5003], [0.4712, -1.5421, -2.0684], [1.1074, 2.1101, -0.0470], [0.1983, 0.2935, 3.6299]]}

{"formula": "C5H13NO2", "method": "wB97M-V/def2-TZVPD", "smiles": "C=C/C(C)=C/N.O.O", "e_lumo_ev": 0.60, "spin_multiplicity": 1, "de_lowest_kcal_mol": 83.34, "species": ["O", "O", "N", "C", "C", "C", "C", "C", "H", "H", "H", "H", "H", "H", "H", "H", "H", "H", "H", "H", "H"], "positions_angstrom": [[-2.9322, -0.2168, 0.7294], [-2.3936, 4.6881, -0.1729], [0.0193, -0.5005, -2.2568], [2.2666, -1.1319, 2.1868], [1.6100, -0.4558, 1.2706], [1.0992, -0.8683, -0.0517], [1.5524, -2.2112, -0.4752], [0.3628, -0.1141, -0.8790], [0.5473, -1.3065, -2.7598], [-1.7941, 4.7790, -0.8215], [-3.1228, 4.1638, -0.5051], [2.3366, -1.9547, -1.2676], [2.0060, -2.7586, 0.3252], [-2.1240, -0.5328, 0.1390], [2.7833, -2.1414, 1.9982], [0.7235, -2.8241, -0.9286], [-0.9640, -0.9375, -2.3359], [-0.0360, 0.9683, -0.6632], [2.6771, -0.7179, 3.0332], [1.3830, 0.6106, 1.4684], [-3.2914, -0.9268, 1.3552]]}

Short version: total energy = -328.109775, -328.263693, -328.240775, -328.267683, -328.252030, -327.956662, -327.830663, -403.442187, -403.501145, -403.278910, -403.472450, -403.443796 hartree, in the order given.